# 1
{
  "formula": "C5H7NO",
  "method": "the ωB97M-V functional and the def2-TZVPD basis",
  "lumo_ha": 0.032,
  "charge": 0,
  "smiles": "C1=N[C@H]2C[C@H]2CO1",
  "orbital_gap_ev": 9.07,
  "symbols": ["C", "N", "C", "C", "C", "C", "O", "H", "H", "H", "H", "H", "H", "H"],
  "positions_angstrom": [[1.58740, -0.65625, 0.61872], [0.75484, -1.40567, 0.03727], [-0.43562, -0.83323, -0.54008], [-1.56340, -0.67025, 0.38258], [-0.55220, 0.62983, -0.54327], [0.61244, 1.37690, -0.00717], [1.58532, 0.70190, 0.72794], [2.45801, -1.05469, 1.13243], [-0.70877, -1.31982, -1.46665], [-1.39412, -0.52567, 1.44367], [-2.51987, -1.17103, 0.14054], [-1.12703, 1.28424, -1.18511], [0.49858, 2.38080, 0.44720], [0.80442, 1.26293, -1.18808]],
  "atomic_forces_ev_per_a": [[-0.1, -0.2, -0.1], [0.7, 0.1, 0.1], [0.5, -0.5, -0.5], [0.1, 1.4, -0.2], [-3.3, -1.3, 2.6], [0.0, -0.2, -2.3], [-0.1, -0.4, 0.1], [-0.1, -0.1, -0.1], [0.1, -0.2, -0.1], [0.4, -0.3, -0.2], [0.5, 1.0, -0.2], [-0.2, -0.7, -0.4], [-0.1, -0.6, -0.7], [1.7, 1.9, 1.9]],
  "nbo_charge": [0.38, -0.46, -0.15, -0.46, -0.24, -0.08, -0.49, 0.17, 0.21, 0.21, 0.22, 0.24, 0.22, 0.22]
}

***

# 2
{
  "formula": "C43H52BCaN15O3S2",
  "method": "the ωB97M-V functional and the def2-TZVPD basis",
  "lumo_ha": [0.082, 0.027],
  "charge": -1,
  "spin_multiplicity": 2,
  "orbital_gap_ev": [7.02, 5.51],
  "symbols": ["Ca", "C", "C", "N", "N", "C", "B", "N", "C", "C", "C", "N", "N", "C", "C", "C", "N", "N", "C", "C", "C", "N", "H", "H", "H", "H", "H", "H", "H", "H", "H", "H", "H", "H", "O", "N", "N", "O", "C", "C", "C", "C", "C", "C", "H", "H", "H", "H", "H", "C", "C", "C", "C", "C", "C", "C", "C", "C", "C", "C", "C", "N", "C", "C", "C", "C", "C", "N", "C", "C", "C", "C", "H", "H", "H", "H", "H", "H", "H", "H", "H", "H", "H", "H", "H", "H", "H", "H", "H", "H", "H", "H", "H", "H", "H", "H", "H", "H", "H", "H", "H", "O", "S", "N", "C", "N", "C", "C", "N", "C", "S", "H", "H", "H", "H", "H", "H"],
  "positions_angstrom": [[-0.28515, -0.50568, 1.02896], [-2.24999, -4.58932, 4.28266], [-2.30419, -3.25055, 3.85436], [-1.51832, -3.04290, 2.81523], [-0.95304, -4.24486, 2.53470], [-1.37988, -5.18970, 3.40533], [-0.19886, -4.32297, 1.19799], [1.16542, -3.59164, 1.29394], [2.18232, -4.04794, 2.05058], [3.35576, -3.53229, 1.55459], [2.94633, -2.74765, 0.46271], [1.62987, -2.78145, 0.30703], [-1.08087, -3.71179, 0.08116], [-1.98639, -4.44355, -0.60086], [-2.90217, -3.59193, -1.16726], [-2.47568, -2.32509, -0.75527], [-1.39281, -2.39510, -0.00886], [0.11743, -5.76996, 0.72741], [0.83837, -6.00425, -0.39202], [0.96545, -7.36444, -0.53848], [0.27851, -7.88835, 0.57178], [-0.22909, -6.92764, 1.32870], [-2.78250, -5.05516, 5.09440], [-2.88550, -2.43391, 4.24986], [-1.04407, -6.20683, 3.31664], [2.00280, -4.72643, 2.86955], [4.35307, -3.68175, 1.93254], [3.54078, -2.15615, -0.21777], [-1.91994, -5.51784, -0.63074], [-3.75024, -3.84842, -1.77797], [-2.91497, -1.37055, -0.95205], [1.20474, -5.18621, -0.99315], [1.47278, -7.89626, -1.32518], [0.13067, -8.92011, 0.85250], [0.63255, 1.57428, 0.72379], [1.65551, 2.24439, 0.87330], [2.75325, 1.55962, 0.99008], [2.75527, 0.22448, 0.99832], [3.99756, 2.24979, 1.09346], [4.05211, 3.63659, 1.00903], [5.28185, 4.26786, 1.08833], [6.44905, 3.53048, 1.24777], [6.37491, 2.14818, 1.32917], [5.15081, 1.50026, 1.25059], [3.14030, 4.20272, 0.88991], [5.32603, 5.34760, 1.02465], [7.40620, 4.03179, 1.31147], [7.27672, 1.56415, 1.46124], [5.08083, 0.42575, 1.32531], [-2.42860, 4.41890, -0.78921], [-1.14748, 3.71744, -1.25385], [0.03038, 4.69257, -1.24006], [-1.35614, 3.06899, -2.61113], [-1.23249, 3.83052, -3.76581], [-1.44003, 3.27505, -5.01445], [-1.77025, 1.93525, -5.09865], [-1.91119, 1.12099, -3.97227], [-2.29981, -0.31460, -4.25868], [-1.28108, -1.31753, -3.71807], [-3.74254, -0.60688, -3.82803], [-1.70741, 1.69903, -2.69216], [-1.78171, 1.03600, -1.43656], [-2.89480, 1.09791, -0.79151], [-3.13002, 0.82863, 0.59986], [-4.40240, 0.92808, 1.17133], [-4.20763, 0.99654, 2.54532], [-2.81706, 0.94020, 2.75522], [-2.15503, 0.79269, 1.58762], [-2.10980, 1.27148, 4.06461], [-1.69781, 0.02808, 4.86104], [-3.04510, 2.10813, 4.94365], [-0.85790, 2.10855, 3.76031], [-2.27177, 4.88733, 0.18510], [-3.25477, 3.71329, -0.69556], [-2.72202, 5.19655, -1.50116], [-0.92640, 2.92283, -0.54266], [-0.15836, 5.57656, -1.85443], [0.94342, 4.21237, -1.60105], [0.21091, 5.03043, -0.21774], [-0.97579, 4.88022, -3.68635], [-1.35766, 3.87922, -5.90991], [-1.93774, 1.49148, -6.07352], [-2.29025, -0.41111, -5.34809], [-1.02528, -1.11406, -2.68259], [-0.35543, -1.27237, -4.29352], [-1.67279, -2.33450, -3.77351], [-3.85654, -0.58529, -2.75301], [-4.04800, -1.59308, -4.18265], [-4.42441, 0.13768, -4.24668], [-3.79699, 1.44262, -1.31631], [-5.33784, 0.96672, 0.63050], [-4.97333, 1.10378, 3.29711], [-2.57865, -0.47917, 5.26071], [-1.06310, 0.32023, 5.70326], [-1.14001, -0.68073, 4.25003], [-3.92457, 1.53669, 5.24637], [-3.38237, 3.00495, 4.42017], [-2.51614, 2.41171, 5.85111], [-0.07403, 1.49653, 3.31330], [-0.45929, 2.53076, 4.68686], [-1.09017, 2.91868, 3.06717], [3.03669, 0.44691, 3.60070], [2.35871, -0.53778, 2.75186], [0.89528, -0.74963, 2.86467], [5.02775, 1.10943, -2.69321], [3.78735, 1.62055, -3.23354], [3.65920, 2.74195, -4.04280], [2.34663, 2.91694, -4.27751], [1.68900, 1.90097, -3.61438], [2.55818, 1.08189, -2.96937], [2.19701, -0.27362, -2.06080], [5.79474, 1.10585, -3.46703], [4.84375, 0.09439, -2.34849], [5.36233, 1.71236, -1.84695], [4.51248, 3.30426, -4.37692], [1.82483, 3.66151, -4.84930], [0.68773, 1.77837, -3.55782]],
  "atomic_forces_ev_per_a": [[-0.6, -0.6, -1.6], [-0.1, 0.0, 0.0], [0.0, 0.0, 0.1], [0.1, -0.1, 0.0], [0.0, -0.1, -0.1], [0.1, 0.0, 0.0], [0.0, 0.0, 0.0], [-0.1, 0.1, -0.1], [0.0, 0.0, 0.1], [0.0, 0.0, 0.0], [0.0, 0.1, -0.1], [0.0, -0.1, 0.1], [-0.1, 0.0, 0.1], [0.0, 0.0, 0.0], [0.0, 0.0, 0.0], [-0.2, 0.0, -0.1], [0.1, -0.4, 0.0], [0.1, 0.1, 0.1], [0.0, 0.0, 0.0], [0.0, -0.1, 0.0], [0.0, 0.0, 0.0], [0.0, 0.0, -0.1], [0.0, 0.0, 0.0], [0.0, 0.0, 0.0], [0.0, 0.0, 0.0], [0.0, 0.0, 0.0], [0.0, 0.0, 0.0], [0.0, 0.1, 0.1], [0.0, 0.0, 0.0], [0.0, 0.0, 0.0], [-0.1, 0.2, -0.1], [0.0, 0.0, 0.0], [0.0, 0.0, 0.0], [0.0, 0.0, 0.0], [0.2, 0.5, 0.2], [0.1, -0.1, -0.4], [0.1, 0.0, 0.2], [-0.2, 0.1, 0.0], [-0.1, -0.1, 0.0], [0.0, 0.0, 0.0], [0.0, 0.0, 0.0], [0.0, 0.0, 0.0], [0.0, 0.0, 0.0], [0.1, -0.1, 0.0], [0.0, 0.0, 0.0], [0.0, 0.0, 0.0], [0.0, 0.0, 0.0], [0.0, 0.0, 0.0], [0.0, 0.0, 0.0], [0.1, 0.0, 0.0], [0.0, 0.1, 0.0], [0.0, -0.1, 0.0], [0.0, -0.1, 0.1], [0.0, 0.1, 0.0], [0.0, 0.0, 0.0], [0.0, 0.1, 0.0], [0.1, 0.2, 0.1], [-0.1, -0.1, 0.2], [0.0, 0.0, 0.0], [0.1, 0.0, -0.2], [0.0, 0.2, 0.0], [-0.1, -0.4, -0.1], [0.0, -0.2, 0.0], [0.1, 0.0, -0.2], [0.0, 0.0, 0.0], [0.0, -0.1, 0.0], [-0.1, 0.1, 0.0], [-0.6, 0.3, 0.0], [0.1, -0.1, -0.1], [0.0, 0.0, -0.1], [0.0, 0.0, 0.0], [0.0, -0.1, 0.0], [0.0, 0.0, 0.0], [0.0, 0.0, 0.0], [0.0, 0.0, 0.0], [0.0, 0.0, 0.0], [0.0, 0.0, 0.0], [0.0, 0.0, 0.0], [0.0, 0.0, 0.0], [0.0, 0.0, 0.0], [0.0, 0.0, 0.0], [0.0, 0.0, 0.0], [0.0, 0.0, 0.0], [0.0, 0.0, 0.1], [0.0, 0.0, 0.0], [0.0, 0.0, 0.0], [0.0, 0.0, 0.3], [0.0, 0.0, 0.0], [0.0, 0.0, 0.0], [0.0, 0.0, 0.0], [0.0, 0.1, 0.0], [0.0, 0.0, 0.0], [0.0, 0.0, 0.0], [0.0, 0.0, 0.0], [0.0, 0.0, 0.0], [0.0, 0.0, 0.0], [0.0, 0.0, 0.0], [0.0, 0.0, 0.0], [0.0, 0.0, 0.0], [0.0, 0.0, 0.0], [0.0, 0.0, 0.0], [0.1, 0.0, -0.2], [0.2, 0.2, 0.8], [0.9, -0.1, 0.9], [0.0, 0.0, 0.0], [0.0, -0.1, 0.0], [0.0, 0.0, 0.1], [0.0, 0.0, 0.0], [-0.2, 0.1, -0.1], [0.0, 0.1, 0.1], [0.0, 0.0, -0.1], [0.0, 0.0, 0.0], [0.0, 0.0, 0.0], [0.0, 0.0, 0.0], [0.0, 0.0, 0.0], [0.0, 0.0, 0.0], [-0.1, 0.0, 0.0]],
  "mulliken_spin": [0.02, 0.00, 0.00, 0.00, 0.00, 0.00, 0.00, 0.02, -0.01, 0.01, 0.00, 0.00, 0.00, 0.00, 0.00, 0.00, 0.00, 0.00, 0.00, 0.00, 0.00, 0.00, 0.00, 0.00, 0.00, 0.00, 0.00, 0.00, 0.00, 0.00, 0.00, 0.00, 0.00, 0.00, 0.02, 0.01, 0.00, 0.09, 0.00, 0.00, 0.00, 0.00, 0.00, 0.00, 0.00, 0.00, 0.00, 0.00, 0.00, 0.00, 0.00, 0.00, 0.00, 0.00, 0.00, 0.00, 0.00, 0.00, 0.00, 0.00, 0.00, 0.00, 0.00, 0.00, 0.00, 0.00, 0.00, 0.00, 0.00, 0.00, 0.00, -0.02, 0.00, 0.00, 0.00, 0.00, 0.00, 0.00, 0.00, 0.00, 0.00, 0.00, 0.00, 0.00, 0.00, 0.00, 0.00, 0.00, 0.00, 0.00, 0.00, 0.00, 0.00, 0.00, 0.01, 0.00, 0.00, 0.00, 0.02, 0.00, 0.00, 0.07, 0.21, 0.56, 0.00, 0.00, 0.00, 0.00, 0.00, 0.00, 0.00, 0.00, 0.00, 0.00, 0.00, 0.00, 0.00]
}

***

# 3
{
  "formula": "C24H25CoF3N8S3",
  "method": "the ωB97M-V functional and the def2-TZVPD basis",
  "lumo_ha": -0.126,
  "charge": 1,
  "orbital_gap_ev": 7.41,
  "symbols": ["Co", "F", "C", "F", "F", "C", "C", "C", "C", "N", "C", "S", "H", "H", "H", "C", "C", "C", "C", "C", "C", "N", "N", "C", "C", "C", "C", "C", "C", "H", "H", "H", "H", "H", "H", "H", "H", "H", "C", "C", "C", "N", "N", "C", "N", "S", "H", "H", "H", "H", "H", "H", "H", "C", "N", "C", "N", "S", "H", "H", "H", "H", "H", "H"],
  "positions_angstrom": [[-0.74355, -0.52920, -0.54412], [-1.94946, 4.74037, -0.24385], [-2.72542, 4.01134, -1.06412], [-2.10015, 3.94114, -2.24561], [-3.86547, 4.69298, -1.24602], [-2.99735, 2.65023, -0.48122], [-4.08334, 2.46864, 0.35636], [-4.31197, 1.23675, 0.95735], [-3.42395, 0.21287, 0.70846], [-2.38331, 0.38749, -0.10329], [-2.14448, 1.56979, -0.69595], [-0.66759, 1.41435, -1.60426], [-4.75586, 3.29668, 0.53781], [-5.15809, 1.08017, 1.60905], [-3.52983, -0.76828, 1.15394], [4.66734, -0.30893, 0.63054], [3.55322, 0.47400, 0.88944], [2.33890, 0.17741, 0.28913], [2.24972, -0.90606, -0.57501], [3.36450, -1.69596, -0.84414], [4.56872, -1.39202, -0.23707], [0.97918, -1.18135, -1.17293], [0.96967, -1.93266, -2.16767], [-0.31872, -2.11013, -2.67906], [-0.51748, -2.92883, -3.78627], [-1.80104, -3.06591, -4.28216], [-2.85177, -2.38238, -3.67721], [-2.64330, -1.56130, -2.57073], [-1.36671, -1.42094, -2.05967], [5.61357, -0.08157, 1.10324], [3.61847, 1.31758, 1.56533], [1.47115, 0.79211, 0.49015], [3.27675, -2.53506, -1.51915], [5.43735, -2.00408, -0.43895], [0.32721, -3.43352, -4.23706], [-1.98829, -3.69331, -5.14239], [-3.85240, -2.48518, -4.07758], [-3.48107, -1.03534, -2.13096], [-0.00632, -4.93993, 0.03311], [-1.13121, -4.34187, 0.88310], [-0.73065, -3.02776, 1.46815], [-0.78512, -1.89986, 0.85451], [-0.28389, -0.82937, 1.52893], [0.17363, -1.14096, 2.71065], [0.74060, -0.21979, 3.50040], [-0.03733, -2.83523, 3.05436], [-0.32177, -5.89517, -0.38297], [0.89115, -5.10768, 0.62933], [0.24607, -4.27479, -0.79206], [-1.40681, -5.02573, 1.68620], [-2.02107, -4.17601, 0.27388], [0.54207, 0.73271, 3.17367], [0.87268, -0.38632, 4.48208], [3.38992, 4.97662, 1.74851], [2.31145, 4.21895, 2.35401], [1.33052, 3.60843, 1.67677], [1.39665, 3.62632, 0.34235], [0.04495, 2.86103, 2.49600], [4.07122, 5.29676, 2.53122], [3.02154, 5.86411, 1.22826], [3.95623, 4.35728, 1.04977], [2.16989, 4.26784, 3.34852], [2.11335, 4.12423, -0.15716], [0.67709, 3.15430, -0.18593]],
  "atomic_forces_ev_per_a": [[0.0, -0.2, -0.3], [0.0, 0.0, 0.0], [0.0, 0.0, 0.0], [0.0, 0.0, 0.0], [0.0, 0.0, 0.0], [0.0, 0.0, 0.0], [0.0, 0.0, 0.0], [0.0, 0.0, 0.0], [0.0, 0.0, 0.0], [0.0, 0.0, 0.0], [0.0, 0.0, 0.1], [0.1, 0.1, 0.0], [0.0, 0.0, 0.0], [0.0, 0.0, 0.0], [0.0, 0.0, 0.0], [0.0, 0.0, 0.0], [0.0, 0.0, 0.0], [0.0, 0.0, 0.0], [0.0, 0.0, 0.0], [-0.1, 0.0, 0.0], [0.0, 0.0, 0.0], [0.0, 0.0, 0.0], [0.0, 0.0, 0.0], [0.0, 0.0, -0.1], [0.0, 0.0, 0.0], [0.0, 0.0, 0.0], [0.0, 0.0, 0.0], [0.0, 0.0, 0.0], [0.0, 0.0, 0.1], [0.0, 0.0, 0.0], [0.0, 0.0, 0.0], [0.0, 0.0, 0.0], [0.0, 0.0, 0.0], [0.0, 0.0, 0.0], [0.0, 0.0, 0.0], [0.0, 0.0, 0.0], [0.0, 0.0, 0.0], [0.0, 0.0, 0.0], [0.0, 0.0, 0.0], [0.0, 0.0, 0.0], [0.0, 0.0, 0.1], [0.1, 0.1, 0.1], [0.0, 0.0, 0.1], [0.0, 0.0, 0.0], [-0.2, -0.2, -0.3], [0.1, 0.0, 0.0], [0.0, 0.0, 0.0], [0.0, 0.0, 0.0], [0.0, 0.0, 0.0], [0.0, 0.0, 0.0], [0.0, 0.0, 0.0], [0.3, 0.2, 0.3], [0.0, 0.0, 0.0], [0.0, 0.0, 0.0], [0.0, 0.0, 0.0], [-0.1, 0.0, 0.1], [0.0, 0.0, 0.0], [0.0, 0.0, -0.1], [0.0, 0.0, 0.0], [0.0, 0.0, 0.0], [0.0, 0.0, 0.0], [0.0, 0.0, 0.0], [0.0, 0.0, 0.0], [0.0, 0.0, 0.0]],
  "nbo_charge": [0.79, -0.31, 0.98, -0.31, -0.31, -0.21, -0.08, -0.27, 0.09, -0.48, 0.12, -0.05, 0.25, 0.24, 0.21, -0.19, -0.20, -0.24, 0.15, -0.21, -0.20, -0.18, -0.10, 0.04, -0.18, -0.23, -0.15, -0.28, -0.06, 0.23, 0.22, 0.24, 0.24, 0.23, 0.24, 0.23, 0.23, 0.22, -0.59, -0.46, 0.12, -0.30, -0.41, 0.28, -0.79, 0.42, 0.23, 0.22, 0.21, 0.23, 0.25, 0.44, 0.41, -0.44, -0.58, 0.34, -0.79, -0.39, 0.23, 0.21, 0.20, 0.42, 0.40, 0.43]
}

***

# 4
{
  "formula": "C17H17CdClO3S",
  "method": "the ωB97M-V functional and the def2-TZVPD basis",
  "lumo_ha": 0.158,
  "charge": -2,
  "orbital_gap_ev": 4.86,
  "symbols": ["C", "C", "C", "H", "C", "C", "H", "H", "H", "H", "Cd", "Cl", "C", "C", "C", "H", "C", "C", "H", "H", "H", "H", "C", "C", "C", "C", "C", "C", "C", "S", "O", "O", "O", "H", "H", "H", "H", "H", "H", "H"],
  "positions_angstrom": [[-2.11734, -0.36297, 0.85971], [-1.94854, 0.58694, -0.16604], [-0.95796, 1.55142, 0.27854], [-2.48146, 0.62091, -1.11657], [-0.51573, 1.11875, 1.59441], [-1.22515, -0.04414, 1.93043], [-1.11535, -0.60101, 2.85356], [-2.84067, -1.17466, 0.88059], [-0.86386, 2.57148, -0.09420], [0.21297, 1.62175, 2.21894], [0.89412, 0.69674, -0.90829], [0.06882, -0.27235, -2.91617], [1.95001, 2.24050, -3.24246], [2.16963, 3.25257, -2.26149], [1.00504, 4.08024, -2.21886], [3.08325, 3.39094, -1.68003], [0.07032, 3.58068, -3.17468], [0.65193, 2.45180, -3.81239], [0.17971, 1.85989, -4.59451], [2.65329, 1.45753, -3.52800], [0.87304, 4.96977, -1.59992], [-0.91103, 4.00189, -3.40547], [2.33789, -6.16585, 3.14930], [2.38512, -4.71593, 2.78566], [1.84436, -3.80744, 3.69368], [1.89718, -2.43956, 3.47008], [2.52346, -1.97871, 2.31189], [3.03688, -2.86695, 1.36369], [2.96345, -4.23474, 1.60056], [2.71957, -0.22996, 2.03928], [1.83619, 0.39158, 3.00282], [4.14081, 0.00981, 2.12603], [2.23403, -0.11023, 0.61120], [2.92906, -6.33945, 4.05604], [1.30789, -6.49676, 3.33477], [2.78734, -6.78879, 2.37989], [1.38603, -4.15477, 4.61863], [1.48818, -1.75554, 4.20520], [3.49629, -2.48023, 0.45983], [3.36105, -4.92665, 0.85595]],
  "atomic_forces_ev_per_a": [[0.2, 0.7, -0.4], [-0.2, -0.1, 0.8], [0.1, -0.6, 0.4], [0.2, 0.0, 0.3], [-1.0, -0.1, -0.3], [0.2, 0.7, -0.4], [0.1, 0.0, -0.1], [0.2, 0.0, -0.2], [0.0, -0.2, -0.1], [-0.2, -0.1, -0.2], [-0.6, 0.9, -0.1], [-0.2, -1.4, -0.2], [-0.7, 0.3, -0.2], [-0.7, 0.0, 0.2], [0.1, -0.3, -0.3], [-0.3, 0.0, -0.1], [0.9, -0.2, -0.1], [0.6, 0.9, 0.3], [0.2, 0.1, 0.4], [-0.2, 0.2, 0.1], [0.0, -0.3, -0.1], [0.3, -0.1, 0.2], [0.2, -0.3, 0.1], [0.0, 0.4, -0.1], [0.1, 0.2, 0.0], [0.4, -0.2, -0.4], [0.0, -0.1, 0.1], [-0.2, 0.0, 0.5], [-0.2, -0.1, 0.3], [-1.3, -0.4, -1.6], [1.0, 0.1, 0.1], [0.1, 0.3, 0.3], [1.0, -0.1, 1.4], [-0.2, 0.0, 0.0], [0.2, 0.0, 0.0], [-0.1, -0.1, -0.2], [0.0, -0.1, -0.2], [0.1, 0.1, -0.3], [-0.1, 0.0, 0.1], [-0.1, 0.1, 0.2]],
  "nbo_charge": [-0.34, -0.31, -0.63, 0.21, -0.30, -0.35, 0.19, 0.18, 0.25, 0.23, 1.63, -0.84, -0.42, -0.40, -0.39, 0.19, -0.36, -0.33, 0.20, 0.20, 0.18, 0.18, -0.62, -0.06, -0.18, -0.19, -0.33, -0.16, -0.23, 2.43, -0.98, -0.99, -1.13, 0.20, 0.21, 0.20, 0.18, 0.24, 0.24, 0.20]
}

***

Looking at total energy for the records above, in order, we have -324.57388 -4215.81196 -4244.39105 -1909.85097 Eh.
Looking at ΔE to the lowest compared entry with this formula, charge and spin for the records above, in order, we have 4.0977 0.0000 0.0027 0.0000 eV.